Run A
18
Properties=species:S:1:pos:R:3:lowdin_charge:R:1 method="wB97M-V/def2-TZVPD" orbital_gap_ha=0.3284 e_lumo_ev=0.42
H -1.097 -0.187 -1.773 -0.027
N -0.224 0.243 -1.905 0.050
C 0.351 0.866 -0.851 -0.541
N 0.416 0.452 0.454 0.120
N 1.181 1.902 -1.330 -0.066
C 2.486 2.024 -0.610 -0.105
H 0.703 1.064 1.156 0.046
H -0.322 -0.150 0.912 0.136
H 1.183 2.083 -2.361 0.137
H 3.131 1.096 -0.832 0.109
H 2.865 3.016 -0.872 0.068
H 2.164 2.191 0.468 0.074
O -3.552 -0.125 5.402 -0.068
H -4.179 -0.387 4.651 0.079
H -3.493 0.794 5.294 -0.011
O -0.451 -5.286 -2.804 -0.076
H 0.141 -4.859 -2.221 -0.004
H -1.303 -4.735 -2.778 0.079


Run B
18
Properties=species:S:1:pos:R:3:lowdin_charge:R:1 method="wB97M-V/def2-TZVPD" orbital_gap_ha=0.3498 e_lumo_ev=0.46
H -0.586 0.292 2.526 0.054
N -0.764 0.015 1.562 0.098
C 0.244 0.212 0.800 -0.591
N 1.394 0.862 1.197 0.127
N 0.259 -0.177 -0.514 -0.026
C -0.926 -0.761 -1.123 -0.082
H 2.108 1.018 0.508 0.086
H 1.693 0.799 2.144 0.086
H 0.791 0.503 -1.050 0.094
H -0.630 -1.272 -2.033 0.081
H -1.697 -0.020 -1.333 0.080
H -1.312 -1.467 -0.401 0.058
O 0.667 2.500 -2.358 -0.066
H 0.864 3.435 -2.557 0.053
H -0.264 2.530 -2.115 0.037
O -0.845 -2.964 1.825 -0.061
H -0.845 -2.059 1.534 -0.052
H -0.152 -3.445 1.386 0.021


The data favor run B; the next most stable structure lies 39.3 kcal/mol above it.


Run A
84
Properties=species:S:1:pos:R:3:lowdin_charge:R:1 method="wB97M-V/def2-TZVPD" orbital_gap_ha=0.4106 smiles=CCCC#N.CCCC#N.CCCC#N.CCCC#N.CCCC#N.CCCC#N.CCCC#N e_lumo_ev=0.05
C 0.642 -3.560 3.825 -0.097
C 0.220 -2.245 4.458 -0.257
C 1.262 -1.130 4.342 -0.209
C 2.510 -1.466 5.036 -0.240
N 3.406 -1.779 5.667 0.140
H 1.558 -3.884 4.320 0.074
H 0.837 -3.502 2.747 0.055
H -0.189 -4.270 3.913 0.079
H -0.015 -2.392 5.514 0.114
H -0.680 -1.864 3.989 0.087
H 0.883 -0.175 4.716 0.088
H 1.508 -0.925 3.299 0.090
C 5.070 1.766 -5.047 -0.102
C 3.659 1.465 -5.416 -0.278
C 3.293 0.005 -5.525 -0.199
C 3.406 -0.641 -4.247 -0.243
N 3.429 -1.020 -3.160 0.170
H 5.719 1.404 -5.832 0.078
H 5.375 1.314 -4.108 0.079
H 5.170 2.841 -4.995 0.075
H 3.364 1.957 -6.351 0.120
H 2.986 1.822 -4.630 0.111
H 3.828 -0.592 -6.260 0.126
H 2.218 -0.099 -5.724 0.129
C -3.894 1.968 -2.529 -0.109
C -3.754 3.495 -2.769 -0.249
C -2.296 4.005 -2.894 -0.172
C -1.578 3.771 -1.643 -0.207
N -1.048 3.572 -0.648 0.190
H -3.445 1.697 -1.558 0.065
H -3.369 1.452 -3.335 0.056
H -4.916 1.613 -2.441 0.069
H -4.259 4.052 -1.984 0.107
H -4.288 3.710 -3.694 0.102
H -2.401 5.069 -3.100 0.116
H -1.801 3.508 -3.734 0.121
C -0.599 -3.777 -1.275 -0.091
C 0.873 -4.085 -1.569 -0.268
C 1.698 -4.324 -0.358 -0.233
C 1.211 -5.446 0.390 -0.246
N 0.714 -6.380 0.907 0.151
H -0.666 -2.866 -0.684 0.050
H -1.049 -4.615 -0.745 0.069
H -1.152 -3.617 -2.213 0.073
H 1.366 -3.262 -2.079 0.091
H 0.942 -4.998 -2.156 0.117
H 1.809 -3.472 0.343 0.118
H 2.733 -4.547 -0.682 0.134
C -0.055 -0.007 0.485 -0.093
C 0.979 -0.107 -0.610 -0.266
C 0.513 0.471 -1.891 -0.210
C -0.686 -0.169 -2.355 -0.214
N -1.716 -0.676 -2.598 0.171
H 0.312 -0.432 1.424 0.058
H -0.941 -0.560 0.171 0.060
H -0.376 1.014 0.709 0.062
H 1.239 -1.173 -0.722 0.099
H 1.916 0.378 -0.299 0.107
H 1.314 0.300 -2.606 0.083
H 0.320 1.550 -1.856 0.102
C -3.779 -0.677 2.685 -0.097
C -5.194 -1.178 3.018 -0.255
C -5.550 -1.034 4.515 -0.187
C -5.820 0.391 4.742 -0.257
N -6.048 1.510 4.752 0.145
H -3.542 0.267 3.218 0.087
H -3.747 -0.543 1.615 0.062
H -3.005 -1.381 2.948 0.052
H -5.321 -2.231 2.735 0.108
H -5.952 -0.640 2.442 0.107
H -4.700 -1.306 5.150 0.117
H -6.409 -1.651 4.816 0.118
C 3.365 2.644 1.157 -0.120
C 2.194 3.378 0.612 -0.271
C 1.338 3.919 1.750 -0.191
C 0.945 2.904 2.723 -0.223
N 0.674 2.084 3.476 0.174
H 4.091 2.352 0.383 0.084
H 3.109 1.753 1.729 0.072
H 3.869 3.335 1.826 0.080
H 1.584 2.732 -0.006 0.069
H 2.508 4.245 0.022 0.118
H 0.402 4.337 1.416 0.086
H 1.877 4.648 2.348 0.122


Run B
84
Properties=species:S:1:pos:R:3:lowdin_charge:R:1 method="wB97M-V/def2-TZVPD" orbital_gap_ha=0.4230 smiles=CCCC#N.CCCC#N.CCCC#N.CCCC#N.CCCC#N.CCCC#N.CCCC#N e_lumo_ev=0.46
C -10.634 12.735 0.670 -0.116
C -11.264 14.093 0.665 -0.275
C -11.560 14.651 -0.731 -0.188
C -12.508 13.823 -1.532 -0.192
N -13.243 13.170 -2.118 0.180
H -10.479 12.379 1.689 0.074
H -9.678 12.710 0.147 0.080
H -11.319 11.995 0.253 0.074
H -10.621 14.804 1.186 0.110
H -12.216 14.109 1.197 0.104
H -10.650 14.724 -1.329 0.115
H -11.964 15.662 -0.664 0.096
C -21.189 11.555 -6.554 -0.109
C -20.720 12.849 -7.255 -0.256
C -19.430 12.644 -8.029 -0.208
C -19.523 11.810 -9.221 -0.231
N -19.575 11.171 -10.182 0.135
H -20.393 11.079 -5.979 0.063
H -21.502 10.818 -7.294 0.078
H -21.986 11.756 -5.837 0.070
H -20.483 13.524 -6.432 0.078
H -21.507 13.243 -7.896 0.103
H -18.679 12.217 -7.364 0.092
H -19.080 13.601 -8.422 0.101
C -20.241 16.491 -5.213 -0.127
C -21.011 17.561 -5.962 -0.255
C -21.945 16.977 -7.042 -0.175
C -21.295 16.301 -8.182 -0.213
N -20.730 15.764 -9.025 0.161
H -19.643 15.858 -5.871 0.070
H -20.921 15.868 -4.630 0.060
H -19.488 16.953 -4.575 0.060
H -20.247 18.249 -6.330 0.109
H -21.600 18.209 -5.311 0.108
H -22.670 17.718 -7.375 0.114
H -22.479 16.179 -6.522 0.113
C -17.954 15.272 2.062 -0.089
C -18.048 15.238 0.514 -0.267
C -17.162 16.249 -0.208 -0.183
C -15.737 16.018 0.067 -0.205
N -14.601 15.864 0.266 0.175
H -18.445 14.373 2.438 0.069
H -18.435 16.124 2.541 0.073
H -16.913 15.224 2.382 0.065
H -19.080 15.468 0.242 0.095
H -17.904 14.253 0.068 0.088
H -17.443 17.257 0.096 0.128
H -17.377 16.125 -1.270 0.077
C -13.999 11.562 -5.173 -0.113
C -13.469 12.742 -5.976 -0.257
C -12.928 12.496 -7.397 -0.185
C -11.923 11.446 -7.531 -0.237
N -11.110 10.634 -7.669 0.136
H -14.411 11.776 -4.188 0.035
H -13.232 10.800 -5.027 0.076
H -14.843 11.071 -5.663 0.068
H -12.622 13.108 -5.388 0.101
H -14.110 13.625 -5.963 0.092
H -12.447 13.390 -7.792 0.117
H -13.763 12.224 -8.046 0.120
C -19.141 11.120 -1.543 -0.093
C -19.379 11.310 -3.039 -0.265
C -20.350 12.441 -3.405 -0.159
C -19.907 13.764 -2.868 -0.186
N -19.530 14.779 -2.476 0.186
H -18.400 10.349 -1.335 0.077
H -20.074 10.859 -1.042 0.075
H -18.799 12.046 -1.077 0.052
H -19.702 10.366 -3.481 0.112
H -18.424 11.440 -3.550 0.048
H -21.375 12.296 -3.062 0.123
H -20.437 12.494 -4.491 0.056
C -16.318 16.123 -4.147 -0.087
C -15.522 15.083 -3.329 -0.248
C -16.314 13.823 -2.982 -0.178
C -16.960 13.147 -4.116 -0.211
N -17.522 12.585 -4.944 0.192
H -16.546 15.788 -5.159 0.072
H -15.705 17.020 -4.233 0.075
H -17.226 16.348 -3.585 0.046
H -15.182 15.509 -2.386 0.071
H -14.634 14.817 -3.903 0.086
H -17.123 13.970 -2.263 0.078
H -15.723 13.024 -2.532 0.092


The data favor run B; the next most stable structure lies 4.9 kcal/mol above it.